5
Properties=species:S:1:pos:R:3:forces:R:3:lowdin_charge:R:1 method="wB97M-V/def2-TZVPD" e_above_lowest_kcal_mol=4.76 homo_lumo_gap_ev="7.789 / 7.779" charge=0 homo_ha="-0.342 / -0.342"
O 2.12852 1.11141 0.08356 0.1 -0.1 0.3 0.203
C 2.19091 -0.04699 0.05339 -0.3 0.9 -0.5 -0.419
O 2.21812 -1.19308 -0.05099 0.1 -0.8 0.2 0.214
O -3.90120 0.34959 -0.24562 -1.8 0.8 -0.6 -0.699
S -2.63634 -0.22093 0.15965 1.8 -0.8 0.6 0.701